[1]
Density functional theory data (wB97M-V/def2-TZVPD) for a cluster of 2 separate species, C4H11NO in total.

Atoms and positions in Å:
C  -2.28  -1.03  -0.18
C  -1.19  -1.19  0.54
C  0.21  -0.81  0.17
C  1.21  -1.93  0.39
N  1.05  -2.54  1.73
H  -2.26  -0.81  -1.24
H  -3.25  -1.30  0.22
H  -1.29  -1.49  1.58
H  0.49  0.08  0.72
H  0.23  -0.57  -0.90
H  1.04  -2.73  -0.33
H  2.26  -1.66  0.20
H  1.71  -3.29  1.87
H  1.03  -1.81  2.43
O  0.43  6.05  -2.30
H  0.61  6.86  -1.82
H  0.92  5.41  -1.77

## Properties
ΔE to the lowest compared entry with this formula, charge and spin in kcal/mol: 37.3
Highest occupied orbital energy in eV: -9.0938
Total energy in eV: -7862.9367
Orbital gap in eV: 9.96
Molar mass in g/mol: 89.138
2S+1: 1

Results of the Mulliken charge analysis, in e, for atoms 1 through 5:
1 C -0.752
2 C 0.015
3 C -0.533
4 C -0.550
5 N -0.507

[2]
Density functional theory data (wB97M-V/def2-TZVPD) for a cluster of 3 separate species, C4H11NO in total.

Atoms and positions in Å:
N  0.85  1.68  -0.95
C  0.19  1.35  0.27
C  -2.04  -1.79  -0.40
C  -1.17  -0.59  -0.58
C  -0.78  0.28  0.36
H  0.20  1.94  -1.69
H  1.29  0.82  -1.27
H  -0.06  2.24  0.82
H  1.11  0.80  2.29
H  -1.41  -2.67  -0.50
H  -2.64  -1.81  0.51
H  -2.80  -1.80  -1.19
H  -0.61  -0.53  -1.52
H  -1.19  0.11  1.37
H  1.77  0.16  1.39
H  3.13  -0.78  1.22
O  2.20  -0.70  0.98

## Properties
ΔE to the lowest compared entry with this formula, charge and spin in kcal/mol: 130.9
Highest occupied orbital energy in eV: -8.1393
Total energy in eV: -7858.8760
Orbital gap in eV: 6.88
Molar mass in g/mol: 89.138
2S+1: 1

Results of the Mulliken charge analysis, in e, for atoms 1 through 5:
1 N -0.565
2 C -0.828
3 C -1.153
4 C 0.006
5 C 0.326

[3]
Density functional theory data (wB97M-V/def2-TZVPD) for a cluster of 2 separate species, C4H11NO in total.

Atoms and positions in Å:
C  -2.48  -0.43  -0.70
C  -1.17  -0.14  -0.94
N  -0.18  -0.30  0.04
C  1.16  -0.29  -0.47
C  2.02  -1.35  0.25
H  -3.28  -0.40  -1.45
H  -2.88  -0.95  0.17
H  -0.81  -0.08  -1.98
H  -0.49  -0.56  0.97
H  1.10  -0.50  -1.57
H  1.54  0.75  -0.38
H  2.27  -0.97  1.25
H  1.61  -2.43  0.06
H  3.07  -1.49  -0.23
O  0.22  2.20  1.52
H  -0.04  2.97  0.88
H  0.19  1.41  0.94

## Properties
ΔE to the lowest compared entry with this formula, charge and spin in kcal/mol: 54.2
Highest occupied orbital energy in eV: -8.0564
Total energy in eV: -7862.2043
Orbital gap in eV: 9.01
Molar mass in g/mol: 89.138
2S+1: 1

Results of the Mulliken charge analysis, in e, for atoms 1 through 5:
1 C -0.869
2 C 0.123
3 N -0.358
4 C -0.286
5 C -1.163

[4]
Density functional theory data (wB97M-V/def2-TZVPD) for the molecule C4H11NO.

Atoms and positions in Å:
C  1.85  0.76  -0.90
C  0.55  0.49  -0.42
O  -0.21  -0.02  -1.66
C  0.57  -0.31  0.92
C  -0.85  -1.02  1.16
N  -2.03  0.02  1.07
H  2.28  -0.20  -1.20
H  1.77  1.45  -1.89
H  2.66  1.18  -0.31
H  -0.07  1.36  -0.14
H  0.34  -0.82  -2.03
H  0.95  0.20  1.82
H  1.41  -1.08  0.60
H  -0.93  -1.33  2.24
H  -0.95  -1.57  0.10
H  -2.38  0.55  0.24
H  -1.92  0.73  1.77

## Properties
ΔE to the lowest compared entry with this formula, charge and spin in kcal/mol: 72.2
Highest occupied orbital energy in eV: -8.8143
Total energy in eV: -7861.4221
Orbital gap in eV: 9.74
Molar mass in g/mol: 89.138
2S+1: 1

Results of the Mulliken charge analysis, in e, for atoms 1 through 5:
1 C -1.399
2 C 0.370
3 O -0.556
4 C -0.644
5 C -0.420

[5]
Density functional theory data (wB97M-V/def2-TZVPD) for the molecule C4H11NO.

Atoms and positions in Å:
C  0.73  -1.47  1.00
C  0.11  -0.86  -0.32
O  1.15  -0.84  -1.35
C  -0.60  0.44  -0.20
C  -0.03  1.43  0.86
N  -1.19  1.05  -1.31
H  -0.11  -1.76  1.69
H  1.21  -0.63  1.51
H  1.40  -2.25  0.75
H  -0.65  -1.65  -0.62
H  0.94  -0.31  -2.16
H  -1.48  0.22  0.43
H  -0.67  2.25  1.13
H  1.00  1.69  0.63
H  0.08  0.84  1.76
H  -1.36  0.21  -1.95
H  -0.53  1.62  -1.85

## Properties
ΔE to the lowest compared entry with this formula, charge and spin in kcal/mol: 39.4
Highest occupied orbital energy in eV: -9.6014
Total energy in eV: -7862.8453
Orbital gap in eV: 10.39
Molar mass in g/mol: 89.138
2S+1: 1

Results of the Mulliken charge analysis, in e, for atoms 1 through 5:
1 C -1.417
2 C 0.419
3 O -0.565
4 C 0.307
5 C -1.509

[6]
Density functional theory data (wB97M-V/def2-TZVPD) for a cluster of 3 separate species, C4H11NO in total.

Atoms and positions in Å:
C  1.58  -0.61  1.28
C  1.04  0.16  0.14
C  -0.29  0.71  0.17
C  -1.28  0.12  0.90
N  -0.56  1.92  -0.52
H  1.74  -0.01  2.17
H  0.91  -1.41  1.63
H  2.48  -1.20  1.05
H  1.71  0.49  -0.65
H  0.74  -1.55  -1.08
H  -1.09  -0.73  1.56
H  -2.33  0.34  0.74
H  0.13  2.62  -0.73
H  -1.46  2.20  -0.15
H  -0.68  -0.96  -1.53
H  -1.38  -1.47  -2.69
O  -1.27  -0.61  -2.27

## Properties
ΔE to the lowest compared entry with this formula, charge and spin in kcal/mol: 121.3
Highest occupied orbital energy in eV: -7.8979
Total energy in eV: -7859.2920
Orbital gap in eV: 6.99
Molar mass in g/mol: 89.138
2S+1: 1

Results of the Mulliken charge analysis, in e, for atoms 1 through 5:
1 C -1.218
2 C -0.486
3 C 0.718
4 C -0.827
5 N -0.506

[7]
Density functional theory data (wB97M-V/def2-TZVPD) for a cluster of 2 separate species, C4H11NO in total.

Atoms and positions in Å:
C  -2.14  -0.65  -0.06
C  -2.08  0.87  0.11
O  -1.24  -1.32  0.77
H  -0.34  -0.94  0.61
H  -1.97  -0.90  -1.12
H  -3.14  -1.01  0.22
H  -1.10  1.23  -0.17
H  -2.83  1.35  -0.51
H  -2.26  1.13  1.15
C  2.37  0.57  0.71
C  1.34  -0.22  -0.02
N  1.74  -0.67  -1.17
H  2.68  -0.51  -1.57
H  1.12  -1.23  -1.74
H  1.96  1.55  0.95
H  3.32  0.69  0.17
H  2.56  0.07  1.66

## Properties
ΔE to the lowest compared entry with this formula, charge and spin in kcal/mol: 57.8
Highest occupied orbital energy in eV: -8.6014
Total energy in eV: -7862.0484
Orbital gap in eV: 9.45
Molar mass in g/mol: 89.138
2S+1: 1

Results of the Mulliken charge analysis, in e, for atoms 1 through 5:
1 C -0.250
2 C -0.926
3 O -0.532
4 H 0.414
5 H 0.215

[8]
Density functional theory data (wB97M-V/def2-TZVPD) for a cluster of 2 separate species, C4H11NO in total.

Atoms and positions in Å:
C  -0.68  -1.47  -2.23
C  -0.95  -0.47  -1.35
C  -0.96  -0.41  0.12
N  0.36  -0.27  0.61
C  0.72  -0.06  1.99
H  -0.41  -1.06  -3.32
H  -0.82  -2.53  -2.04
H  -1.50  0.41  -1.91
H  -1.70  0.42  0.30
H  -1.46  -1.24  0.71
H  0.92  -1.15  0.26
H  0.59  -0.92  2.66
H  1.81  0.00  2.04
H  0.01  0.71  2.26
O  1.70  2.69  0.04
H  1.12  1.88  0.13
H  1.25  3.47  -0.27

## Properties
ΔE to the lowest compared entry with this formula, charge and spin in kcal/mol: 82.0
Highest occupied orbital energy in eV: -8.8939
Total energy in eV: -7860.9964
Orbital gap in eV: 9.85
Molar mass in g/mol: 89.138
2S+1: 1

Results of the Mulliken charge analysis, in e, for atoms 1 through 5:
1 C -0.620
2 C -0.161
3 C -0.531
4 N -0.298
5 C -0.951

[9]
Density functional theory data (wB97M-V/def2-TZVPD) for a structure of composition C4H11NO.

Atoms and positions in Å:
C  -1.28  -0.87  -0.80
N  -2.24  -0.13  -1.55
C  0.55  0.68  -0.73
O  0.07  1.63  -1.32
H  -2.97  0.26  -0.96
H  -1.79  0.65  -2.03
H  1.34  0.04  -1.15
H  -1.77  -1.57  -0.12
H  -0.65  -1.47  -1.44
C  1.57  -0.43  1.55
C  0.88  0.79  0.96
H  2.42  -0.73  0.93
H  0.89  -1.27  1.61
H  1.95  -0.21  2.55
H  1.56  1.64  0.93
H  0.01  1.14  1.52
H  -0.54  -0.15  0.06

## Properties
ΔE to the lowest compared entry with this formula, charge and spin in kcal/mol: 73.5
Highest occupied orbital energy in eV: -8.8075
Total energy in eV: -7861.3674
Orbital gap in eV: 9.81
Molar mass in g/mol: 89.138
2S+1: 1

Results of the Mulliken charge analysis, in e, for atoms 1 through 5:
1 C -0.695
2 N -0.550
3 C 0.101
4 O -0.600
5 H 0.235

[10]
Density functional theory data (wB97M-V/def2-TZVPD) for a structure of composition C4H11NO.

Atoms and positions in Å:
C  -1.28  -1.09  0.28
C  -0.84  0.17  -0.45
C  0.68  0.38  -0.28
C  1.73  -0.69  -0.27
O  0.76  0.83  1.46
N  -1.55  1.32  0.16
H  -1.34  -0.99  1.36
H  -0.60  -1.88  -0.06
H  -2.24  -1.40  -0.12
H  -1.04  0.16  -1.52
H  1.03  1.16  -0.96
H  1.56  -1.40  0.53
H  2.72  -0.26  -0.08
H  1.80  -1.18  -1.25
H  1.06  1.25  0.67
H  -0.96  1.49  0.98
H  -1.48  2.13  -0.45

## Properties
ΔE to the lowest compared entry with this formula, charge and spin in kcal/mol: 87.5
Highest occupied orbital energy in eV: -9.4569
Total energy in eV: -7860.7600
Orbital gap in eV: 10.28
Molar mass in g/mol: 89.138
2S+1: 1

Results of the Mulliken charge analysis, in e, for atoms 1 through 5:
1 C -1.439
2 C 0.362
3 C 0.224
4 C -1.458
5 O -0.621

[11]
Density functional theory data (wB97M-V/def2-TZVPD) for the molecule C4H11NO.

Atoms and positions in Å:
C  -0.54  -2.30  -0.86
N  -0.32  -1.00  -1.51
C  0.56  -0.12  -0.71
C  -0.19  0.71  0.31
C  0.70  1.54  1.25
O  -0.06  2.50  1.97
H  -1.09  -2.95  -1.54
H  0.43  -2.75  -0.67
H  -1.08  -2.24  0.09
H  -1.22  -0.53  -1.56
H  1.31  -0.74  -0.21
H  1.06  0.52  -1.43
H  -0.97  1.35  -0.15
H  -0.75  0.05  0.97
H  1.53  2.00  0.71
H  1.07  0.84  2.00
H  -0.43  3.12  1.34

## Properties
ΔE to the lowest compared entry with this formula, charge and spin in kcal/mol: 30.0
Highest occupied orbital energy in eV: -8.8909
Total energy in eV: -7863.2542
Orbital gap in eV: 9.85
Molar mass in g/mol: 89.138
2S+1: 1

Results of the Mulliken charge analysis, in e, for atoms 1 through 5:
1 C -0.814
2 N -0.413
3 C -0.512
4 C -0.349
5 C -0.559

[12]
Density functional theory data (wB97M-V/def2-TZVPD) for a cluster of 2 separate species, C4H11NO in total.

Atoms and positions in Å:
C  0.55  -1.71  2.14
C  -0.61  -1.93  1.56
O  -0.92  -1.74  0.19
H  0.60  -1.44  3.19
H  1.46  -1.76  1.52
H  -1.51  -2.01  2.07
H  -0.03  -1.37  -0.18
C  -1.02  1.66  -0.82
C  0.49  1.47  -0.92
N  0.93  0.03  -1.26
H  -1.27  2.58  -0.33
H  -1.37  1.73  -1.78
H  -1.53  0.72  -0.20
H  0.77  2.16  -1.65
H  1.10  1.75  0.05
H  1.87  -0.02  -1.43
H  0.50  -0.12  -2.16

## Properties
ΔE to the lowest compared entry with this formula, charge and spin in kcal/mol: 59.0
Highest occupied orbital energy in eV: -8.7336
Total energy in eV: -7861.9965
Orbital gap in eV: 9.71
Molar mass in g/mol: 89.138
2S+1: 1

Results of the Mulliken charge analysis, in e, for atoms 1 through 5:
1 C -0.682
2 C 0.016
3 O -0.489
4 H 0.233
5 H 0.238

[13]
Density functional theory data (wB97M-V/def2-TZVPD) for a cluster of 2 separate species, C4H11NO in total.

Atoms and positions in Å:
C  2.64  0.73  -0.13
C  1.64  -0.40  -0.15
O  1.45  -1.13  -1.08
H  2.30  1.51  -0.81
H  2.82  1.04  0.89
H  3.58  0.38  -0.55
H  1.11  -0.55  0.81
C  -1.44  0.25  1.60
C  -1.95  -0.39  0.31
N  -1.93  0.65  -0.74
H  -0.48  0.68  1.36
H  -1.51  -0.36  2.49
H  -2.05  1.13  1.82
H  -2.96  -0.80  0.44
H  -1.33  -1.24  0.03
H  -2.79  1.18  -0.65
H  -2.07  0.20  -1.64

## Properties
ΔE to the lowest compared entry with this formula, charge and spin in kcal/mol: 31.0
Highest occupied orbital energy in eV: -9.6049
Total energy in eV: -7863.2101
Orbital gap in eV: 10.71
Molar mass in g/mol: 89.138
2S+1: 1

Results of the Mulliken charge analysis, in e, for atoms 1 through 5:
1 C -0.968
2 C 0.270
3 O -0.490
4 H 0.247
5 H 0.300

[14]
Density functional theory data (wB97M-V/def2-TZVPD) for a cluster of 2 separate species, C4H11NO in total.

Atoms and positions in Å:
C  0.18  2.81  -0.90
C  0.66  1.91  -0.07
N  -0.12  0.93  0.50
C  -0.24  0.72  1.93
C  -1.18  -0.48  2.38
H  0.83  3.65  -1.06
H  -0.76  2.57  -1.50
H  1.62  2.17  0.35
H  -0.44  0.35  -0.24
H  -0.54  1.68  2.31
H  0.71  0.54  2.47
H  -2.04  0.13  2.47
H  -0.72  -0.78  3.41
H  -1.35  -1.32  1.64
O  1.45  -4.97  -4.77
H  0.88  -4.21  -4.70
H  1.05  -5.72  -4.22

## Properties
ΔE to the lowest compared entry with this formula, charge and spin in kcal/mol: 68.8
Highest occupied orbital energy in eV: -7.9930
Total energy in eV: -7861.5690
Orbital gap in eV: 8.94
Molar mass in g/mol: 89.138
2S+1: 1

Results of the Mulliken charge analysis, in e, for atoms 1 through 5:
1 C -0.702
2 C -0.236
3 N -0.206
4 C -0.459
5 C -0.870